No. 1
{"formula": "C15H24N4O2S", "method": "ωB97M-V/def2-TZVPD", "symbols": ["C", "H", "H", "H", "C", "C", "H", "H", "H", "H", "C", "C", "N", "N", "C", "N", "C", "O", "C", "H", "H", "C", "C", "O", "N", "H", "C", "C", "H", "H", "C", "H", "H", "C", "H", "H", "C", "H", "H", "H", "H", "H", "H", "S", "H", "H"], "coordinates": [[-5.617, -0.411, -0.750], [-5.932, 0.239, -1.563], [-6.494, -0.921, -0.357], [-4.931, -1.151, -1.154], [-4.938, 0.397, 0.350], [-4.641, -0.478, 1.565], [-5.568, -0.825, 2.015], [-4.082, 0.076, 2.317], [-4.060, -1.351, 1.275], [-5.609, 1.206, 0.660], [-3.650, 1.065, -0.179], [-2.582, 0.080, -0.463], [-2.535, -0.679, -1.497], [-1.494, -1.503, -1.533], [-0.720, -1.377, -0.507], [0.428, -2.109, -0.347], [1.280, -1.934, 0.718], [1.030, -1.139, 1.594], [2.519, -2.793, 0.650], [3.074, -2.665, 1.580], [2.217, -3.840, 0.566], [3.421, -2.425, -0.538], [4.065, -1.050, -0.343], [5.232, -0.919, -0.046], [3.229, -0.017, -0.560], [2.247, -0.182, -0.711], [3.601, 1.362, -0.313], [3.172, 1.823, 1.084], [3.341, 1.048, 1.830], [3.756, 2.700, 1.361], [1.686, 2.177, 0.944], [1.438, 3.057, 1.537], [1.072, 1.354, 1.307], [1.442, 2.423, -0.557], [1.007, 3.405, -0.741], [0.745, 1.685, -0.958], [2.812, 2.290, -1.234], [2.743, 1.902, -2.249], [3.311, 3.258, -1.270], [4.683, 1.419, -0.452], [2.863, -2.439, -1.477], [4.231, -3.153, -0.603], [0.609, -2.804, -1.057], [-1.234, -0.176, 0.647], [-3.283, 1.779, 0.559], [-3.887, 1.598, -1.102]], "forces_ev_per_angstrom": [[0.0, 0.1, 0.2], [0.0, 0.0, -0.1], [-0.1, -0.1, 0.0], [0.0, -0.1, -0.1], [0.1, -0.1, 0.0], [-0.2, 0.2, -0.1], [-0.1, -0.1, 0.1], [0.1, 0.0, 0.1], [0.1, -0.1, 0.0], [0.1, 0.0, 0.0], [-0.4, 0.1, 0.1], [0.8, 0.1, 0.7], [-1.2, 0.7, -0.5], [1.3, -1.1, -0.1], [-0.5, 0.8, 0.6], [0.2, -0.2, -0.1], [0.2, -0.5, -0.1], [0.1, 0.1, 0.3], [0.1, 0.1, 0.1], [-0.1, 0.0, 0.0], [0.0, 0.0, 0.0], [0.2, 0.0, 0.2], [-0.3, -0.5, -0.3], [0.4, 0.0, 0.2], [-0.3, 0.4, -0.1], [0.0, -0.2, -0.1], [0.4, 0.2, 0.1], [0.1, -0.1, 0.0], [0.1, 0.0, 0.1], [0.1, 0.0, 0.0], [-0.1, 0.0, 0.1], [-0.1, 0.0, 0.1], [0.0, 0.1, 0.0], [-0.1, 0.1, 0.0], [-0.1, 0.0, -0.1], [-0.1, 0.0, 0.0], [0.0, -0.1, 0.0], [0.1, 0.0, -0.1], [0.0, 0.0, 0.0], [-0.2, 0.0, 0.0], [0.0, 0.0, 0.0], [-0.1, 0.1, 0.0], [0.0, 0.1, 0.1], [-0.5, -0.3, -0.9], [0.0, 0.1, 0.0], [0.1, 0.1, 0.0]], "smiles": "CC(C)Cc1nnc(NC(=O)CCC(=O)NC2CCCC2)s1", "energy_ha": -1353.7092, "e_homo_ev": -9.31, "gap_ev": 9.825}

=====

No. 2
{"formula": "C15H24N4O8Si2", "method": "ωB97M-V/def2-TZVPD", "symbols": ["C", "Si", "C", "C", "O", "C", "C", "C", "O", "Si", "C", "C", "C", "H", "H", "H", "H", "H", "H", "H", "H", "H", "H", "H", "H", "H", "H", "H", "H", "H", "H", "H", "H", "H", "H", "O", "N", "O", "C", "C", "C", "N", "O", "O", "C", "C", "N", "O", "O", "N", "C", "H", "H"], "coordinates": [[1.165, -0.812, -2.469], [1.533, 0.919, -1.920], [3.238, 1.554, -2.252], [0.182, 2.070, -2.447], [1.642, 0.795, -0.184], [0.850, 0.722, 0.851], [-0.512, 1.155, 0.802], [-1.035, 1.509, 2.171], [1.333, 0.288, 1.959], [2.862, -0.495, 2.308], [2.359, -2.247, 2.624], [4.003, -0.379, 0.848], [3.316, 0.548, 3.761], [0.994, -0.819, -3.556], [2.003, -1.488, -2.252], [0.263, -1.211, -1.982], [3.428, 1.547, -3.333], [3.340, 2.590, -1.904], [4.014, 0.953, -1.764], [0.227, 2.107, -3.549], [-0.829, 1.733, -2.174], [0.323, 3.091, -2.064], [-0.626, 1.991, 0.115], [-2.059, 1.887, 2.049], [-1.070, 0.612, 2.806], [-0.400, 2.282, 2.621], [3.204, -2.792, 3.076], [1.499, -2.317, 3.303], [2.081, -2.758, 1.692], [4.976, -0.789, 1.164], [3.656, -0.986, -0.003], [4.170, 0.651, 0.505], [4.295, 0.233, 4.138], [3.372, 1.614, 3.500], [2.579, 0.445, 4.569], [-5.830, -1.551, -3.224], [-5.304, -2.117, -2.253], [-5.558, -3.301, -1.935], [-4.335, -1.428, -1.419], [-3.584, -2.162, -0.499], [-2.500, -1.525, 0.158], [-1.532, -2.303, 0.924], [-1.826, -3.427, 1.354], [-0.390, -1.782, 1.102], [-2.200, -0.185, -0.026], [-3.042, 0.560, -0.797], [-3.218, 1.962, -0.900], [-2.566, 2.926, -0.508], [-4.431, 2.160, -1.558], [-4.974, 0.961, -1.979], [-4.137, 0.012, -1.491], [-3.764, -3.223, -0.333], [-1.184, 0.216, 0.373]], "forces_ev_per_angstrom": [[0.1, -0.2, -0.4], [-0.2, -0.3, 1.9], [0.2, 0.1, -0.5], [-0.1, 0.3, -0.3], [0.7, -0.3, -1.3], [-3.1, 1.9, -0.6], [6.8, 3.5, 2.2], [-0.7, -0.4, -0.2], [1.4, -0.9, 0.5], [-1.6, 0.5, -0.6], [0.3, -0.4, 0.3], [0.6, -0.1, 0.0], [0.5, -0.1, 0.4], [0.0, -0.1, 0.2], [-0.2, 0.1, 0.0], [0.2, 0.2, -0.1], [0.1, 0.1, 0.1], [-0.1, -0.2, 0.0], [-0.3, 0.0, -0.1], [-0.1, 0.1, 0.3], [0.4, 0.0, -0.1], [-0.1, -0.3, -0.1], [-0.1, -0.5, -0.3], [0.1, 0.0, 0.3], [0.0, 0.3, 0.0], [-0.4, -0.2, 0.1], [-0.3, 0.0, -0.1], [0.2, 0.1, -0.1], [0.1, 0.2, 0.2], [-0.1, 0.1, -0.1], [0.0, 0.2, 0.4], [-0.1, -0.3, 0.2], [-0.1, 0.2, 0.2], [0.0, -0.3, -0.1], [0.2, -0.1, -0.2], [1.3, -0.4, 1.8], [-1.6, -1.7, -0.7], [0.5, 2.0, -0.5], [0.8, 0.1, 0.8], [-0.4, 0.3, -0.9], [-0.3, 1.5, -1.0], [2.1, -0.9, 1.2], [0.1, 1.9, -0.9], [-2.7, -1.2, -0.5], [-1.7, -3.9, -0.1], [-1.8, 1.9, -0.7], [0.4, -1.0, 0.5], [-1.2, -1.0, -0.6], [1.2, -0.4, 0.0], [1.2, -1.2, 0.8], [-2.0, 0.6, -0.8], [-0.1, 0.3, -0.3], [-0.3, -0.3, -0.1]], "energy_ha": -1985.5754, "e_homo_ev": -7.18, "gap_ev": 5.293}

=====

No. 3
{"formula": "C15H24N7O2S2Sr", "method": "ωB97M-V/def2-TZVPD", "symbols": ["Sr", "C", "S", "C", "S", "N", "N", "C", "C", "C", "C", "C", "C", "N", "H", "H", "H", "H", "H", "H", "H", "H", "N", "C", "C", "C", "C", "N", "C", "N", "N", "C", "O", "O", "H", "H", "H", "H", "H", "H", "H", "H", "H", "H", "H", "H", "H", "H", "C", "H", "H"], "coordinates": [[-1.620, -0.377, 0.215], [1.899, 0.805, 4.860], [2.096, 1.432, 3.188], [1.055, 0.340, 2.238], [-0.593, 0.019, 2.884], [1.581, 0.011, 1.112], [0.807, -0.586, 0.161], [1.623, -1.122, -0.834], [1.311, -1.728, -2.006], [2.358, -2.413, -2.775], [2.080, -3.333, -3.714], [0.704, -3.630, -4.047], [-0.234, -2.811, -3.498], [0.022, -1.827, -2.618], [2.455, 1.477, 5.517], [2.304, -0.203, 4.963], [0.850, 0.793, 5.152], [2.684, -1.110, -0.596], [3.384, -2.184, -2.507], [2.891, -3.842, -4.224], [0.416, -4.397, -4.750], [-1.280, -2.881, -3.783], [-0.467, 3.062, 1.012], [-1.856, 3.399, 1.322], [-2.003, 4.923, 1.444], [-1.050, 5.761, 0.582], [-0.951, 5.369, -0.893], [-2.248, 5.030, -1.489], [-3.295, 5.819, -1.550], [-3.141, 7.154, -1.508], [-4.508, 5.268, -1.642], [-2.859, 2.758, 0.337], [-3.954, 3.332, 0.115], [-2.508, 1.672, -0.183], [-0.399, 2.141, 0.590], [0.059, 2.945, 1.877], [-2.157, 2.946, 2.280], [-1.812, 5.217, 2.480], [-3.044, 5.190, 1.248], [-0.030, 5.674, 0.961], [-1.331, 6.814, 0.692], [-0.358, 4.461, -0.979], [-0.455, 6.136, -1.494], [-2.484, 4.045, -1.476], [-2.223, 7.537, -1.656], [-3.911, 7.746, -1.758], [-4.556, 4.346, -1.172], [-5.318, 5.859, -1.585], [-1.021, -0.806, -2.325], [-1.655, -0.789, -3.222], [-0.464, 0.150, -2.377]], "forces_ev_per_angstrom": [[0.4, -1.4, -0.1], [0.0, 0.0, 0.2], [0.1, 0.0, -0.1], [-0.4, 0.0, 0.2], [0.4, 0.1, -0.1], [-0.2, 0.0, 0.0], [0.2, 0.0, -0.1], [-0.2, 0.1, 0.2], [0.2, -0.3, -0.4], [-0.1, 0.2, 0.3], [0.0, -0.1, -0.1], [0.0, 0.2, 0.1], [-0.1, -0.1, -0.1], [-0.1, 0.3, 0.3], [0.0, 0.0, 0.0], [0.0, 0.0, -0.1], [0.0, 0.0, -0.1], [0.0, 0.0, 0.0], [0.0, 0.0, 0.0], [0.0, 0.0, 0.0], [0.0, 0.0, 0.0], [0.0, 0.0, 0.0], [0.1, -0.1, 0.1], [0.1, 0.0, 0.0], [-0.1, 0.1, 0.1], [0.2, 0.0, 0.0], [-0.1, 0.0, 0.0], [0.2, -0.3, -0.1], [-0.3, 0.0, 0.1], [0.1, 0.2, -0.1], [0.1, -0.1, -0.1], [0.1, 0.1, 0.0], [0.1, 0.0, 0.1], [-0.5, 1.0, -0.2], [-0.1, 0.1, -0.1], [0.0, 0.1, 0.0], [0.0, 0.0, 0.0], [0.0, 0.0, 0.0], [0.0, 0.0, 0.0], [0.0, 0.0, 0.1], [0.0, 0.0, -0.1], [0.0, 0.0, 0.1], [0.0, 0.1, 0.0], [0.0, 0.0, 0.0], [0.0, 0.0, 0.0], [-0.1, 0.0, 0.1], [-0.1, 0.0, 0.1], [0.0, 0.0, 0.0], [0.2, -0.2, -0.2], [-0.1, 0.0, 0.1], [-0.1, 0.0, 0.1]], "total_charge": -1, "energy_ha": -1946.8599, "e_homo_ev": -1.21, "gap_ev": 2.562}